Record 1
ORCA calculation (wB97M-V/def2-TZVPD) on C9H19BBr3INO3 as an isolated structure at a distorted geometry.

Computed properties:
HOMO-LUMO gap (eV): 4.823
Net charge: -1
LUMO level (eV): 2.17
DFT total energy (eV): -236180.703

CARTESIAN COORDINATES (ANGSTROEM)
C -1.10 2.32 1.34
C -0.94 1.07 0.47
C -0.74 -0.24 1.20
I 1.19 0.23 2.82
C -0.56 -1.39 0.45
C -1.13 -2.61 1.21
B -0.25 -2.86 2.49
O -0.77 -2.68 3.77
O 1.05 -3.29 2.31
C -0.94 -1.39 -1.02
C 0.09 -0.99 -2.11
O 0.01 0.40 -2.48
C 1.54 -1.34 -1.71
N 2.25 -0.19 -1.14
H -1.78 3.04 0.86
H -1.52 2.07 2.32
H -0.14 2.82 1.51
H -0.13 1.19 -0.25
H -1.88 0.93 -0.10
H -1.49 -0.34 2.00
H -2.19 -2.45 1.49
H -1.10 -3.52 0.58
H -0.20 -2.11 4.31
H 1.54 -3.34 3.14
H -1.14 -2.45 -1.25
H -1.87 -0.85 -1.26
H -0.16 -1.57 -3.02
H 0.03 0.47 -3.44
H 1.49 -2.11 -0.92
H 2.07 -1.76 -2.58
H 2.62 0.38 -1.89
H 3.02 -0.50 -0.56
C 0.62 4.66 -1.59
Br 1.53 5.92 -2.73
Br -1.15 4.28 -2.26
Br 1.61 3.06 -1.32
H 0.50 5.14 -0.63


Record 2
ORCA calculation (wB97M-V/def2-TZVPD) on an isolated ion of composition C4H8NOS and charge +1 at a distorted geometry.

Computed properties:
HOMO-LUMO gap (spin up / spin down) (eV): 7.856 / 5.782
Net charge: +1
LUMO level (spin up / spin down) (eV): -3.67 / -9.07
2S+1: 3
DFT total energy (eV): -18636.192
<S²>: 2.012

CARTESIAN COORDINATES (ANGSTROEM)
C -1.14 0.37 -0.58
C 1.36 0.28 0.00
C 2.40 1.26 0.07
C -2.60 -1.24 0.24
N -0.08 1.02 -0.73
O -1.26 -0.72 0.16
S 1.38 -1.34 0.13
H -1.88 0.88 -1.14
H 3.38 1.04 0.53
H 1.83 2.11 0.42
H 2.67 1.84 -0.91
H -3.33 -0.68 -0.23
H -2.69 -0.94 1.39
H -2.74 -2.32 0.16
H 2.70 -1.54 0.49